(1)
C50H47ClCrO9PS4 | ωB97M-V/def2-TZVPD

```
113
C50H47ClCrO9PS4 | the Open Molecules 2025 dataset | ωB97M-V/def2-TZVPD
Cr 0.88349 2.87194 1.45148
Cl -0.93022 3.04056 -0.02192
S 1.20024 2.90823 4.27893
S -2.24228 -0.35386 0.01918
S 0.20501 -0.32471 -2.31181
S 3.29721 1.00225 2.03462
P 2.36836 3.82238 -0.31391
O 1.08788 3.75500 5.44487
O 3.71262 -0.35836 1.72462
O 1.91812 3.62594 3.11217
O -3.30478 -0.38295 -1.00116
O -4.04267 3.71593 0.66434
O 0.31480 0.92950 -3.12427
O 1.93838 1.17863 1.43657
O 4.29228 2.01658 1.63975
O 0.01264 2.13414 3.74147
C -0.23975 -1.99786 1.03728
C 1.10337 6.17720 -3.36172
C -1.13335 -1.84978 -0.02317
C -4.99667 -2.75627 4.88248
C 0.47019 -4.09802 -0.00095
C 3.11267 -2.66421 -4.05400
C -1.80752 -2.30888 -2.44564
C 5.26110 -3.66371 -3.06873
C -1.49842 -0.92029 -4.39250
C -4.85509 -2.28362 2.37559
C 2.44863 1.70605 4.79540
C 1.25939 -5.23208 -0.02994
C -3.42226 -2.46015 -4.35023
C 3.86751 -1.96159 -1.89239
C 4.07138 -2.71357 -3.00031
C 0.74639 7.33107 -2.69234
C -4.41049 -2.03013 3.67381
C 4.40643 -0.03437 5.79068
C -3.25287 4.52695 3.00986
C -4.24392 -1.62893 1.29820
C 3.17804 2.72766 -1.56129
C 3.33826 1.12636 3.90380
C 3.32242 0.35174 6.59989
C -4.63657 -2.91471 -4.92652
C 2.36870 1.22130 6.12668
C -5.02738 -4.12670 -2.85401
C 1.13640 -6.24647 -0.99498
C 0.34023 -6.03379 -2.10855
C -2.63587 -1.46580 -4.98795
C 1.69652 -1.30297 -2.64400
C -1.09668 -1.35717 -3.13028
C -5.48496 -3.66810 -4.14057
C -0.44746 -3.95111 -1.09127
C -1.24454 -2.74821 -1.11539
C 1.32815 6.29450 -0.61274
C 0.83032 7.40862 -1.30832
C 1.61371 5.11058 -1.28873
C -2.91331 -2.94090 -3.09208
C -2.76842 -0.48000 2.79012
C -3.77498 -3.86467 -2.34137
C 2.61544 -1.35886 -1.65877
C -0.55990 -4.99002 -2.09440
C 3.84805 4.69848 0.39361
C 1.91620 -1.88140 -3.89601
C -3.39929 -1.09192 3.88338
C 1.46732 5.01580 -2.67043
C 0.66331 -3.04392 0.92638
C -3.09360 -0.85377 1.50792
C -3.79360 4.81323 1.60936
C 4.34991 0.21732 4.42773
H 1.15723 6.18866 -4.42332
H 1.87674 -5.39005 0.84519
H 3.84632 3.21888 -2.29210
H 3.74556 2.05570 -0.89986
H -3.95030 3.78658 3.43116
H 3.22222 0.09693 7.63028
H 1.54561 -3.10641 1.50080
H 4.87958 -4.69105 -3.19531
H -4.57218 -1.82284 0.25752
H -2.00003 0.26212 3.03798
H 4.58551 3.86198 0.55487
H -5.75984 -4.59445 -2.20601
H 4.62835 -1.75854 -1.15651
H 5.87360 -3.64598 -2.17840
H -0.96760 -0.11816 -4.89358
H -1.15263 -4.91731 -3.01186
H -2.25344 4.12601 2.96806
H 5.86168 -3.42702 -3.94268
H -5.60958 -3.61937 4.55751
H 0.34682 -6.66963 -3.00855
H -6.45870 -3.91398 -4.50905
H -2.94522 -1.06331 -5.94283
H -3.00563 -0.89910 4.85667
H -5.65895 -2.08521 5.51781
H -3.17518 3.54350 0.22061
H -4.86776 -2.67173 -5.98502
H -4.77469 5.34625 1.77779
H -3.30442 5.41400 3.62955
H 1.53728 6.30151 0.46026
H 3.64632 5.15005 1.35675
H -4.19308 -3.20155 5.50892
H 0.60284 8.31232 -0.77931
H 5.06808 -0.18138 3.69676
H 5.22327 -0.58361 6.17178
H 2.34608 2.18842 -2.01760
H 1.69713 4.07481 -3.16001
H 1.77229 -7.10167 -0.81703
H 2.37495 -0.86056 -0.68648
H -5.71850 -2.90669 2.27719
H 3.26041 -3.21307 -4.97978
H -0.31755 -1.34679 1.89964
H -3.15595 5.49487 1.02344
H 1.26508 -1.89326 -4.76913
H -3.42829 -4.32540 -1.40405
H 1.54664 1.59903 6.73542
H 0.42221 8.21883 -3.25390
H 4.20348 5.38351 -0.38110
```

Output
lowest unoccupied orbital energy (alpha / beta): 1.9 / 1.9 eV
2S+1: 5
HOMO energy (alpha / beta): -4.97 / -6.04 eV
electronic energy: -6049.53020 hartree
frontier orbital gap (alpha / beta): 6.86 / 7.93 eV
molar mass: 1038.6 Da
charge: -1

(2)
C50H47F3IN9O7S2 | ωB97M-V/def2-TZVPD

```
119
C50H47F3IN9O7S2 | the Open Molecules 2025 dataset | ωB97M-V/def2-TZVPD
I 3.29573 -0.97541 0.20793
S 2.78462 -1.13487 -3.01529
S 0.69240 2.24545 -1.90366
F 3.72230 1.32798 -3.43859
F 4.89121 -0.34397 -4.11159
F 4.94581 0.20880 -2.02922
O 0.18859 -1.22955 0.06639
O -0.17859 3.30411 -1.47220
O 2.07281 2.61794 -2.03021
O 2.00609 -0.84880 -4.18677
O 0.62129 -3.32891 0.69904
O 3.44790 -2.40026 -3.08977
O 1.37174 -2.53260 -1.28554
N -6.45429 0.59908 -1.14812
N -3.16120 -0.89259 -3.43273
N -7.33427 -2.50069 6.50552
N -7.81146 4.64219 0.54059
N -10.43062 -2.48489 1.97059
N 10.69274 2.19094 0.72896
N 8.67390 3.17755 -6.03015
N 5.45978 0.69742 2.74436
N 5.12735 -6.33257 0.15685
C 4.35219 -5.81954 -2.46865
C 12.15163 3.81098 -1.00364
C -6.09329 6.40122 -0.76878
C -7.07498 6.87762 0.08461
C 10.66196 3.51891 0.82804
C 4.16603 0.13484 -3.09091
C -6.86296 4.20103 -0.28468
C -1.98244 -1.19874 -3.96082
C -8.13105 -0.97938 -0.47582
C -8.72171 0.85197 -1.88356
C -10.77251 -3.94702 4.31465
C -9.09455 -0.28777 -1.19037
C 6.36587 3.57046 -6.54331
C -6.00950 -2.37863 6.56942
C -7.99791 -2.53473 7.65953
C -5.98183 5.03383 -0.95884
C -0.75380 -1.13005 -3.31095
C 7.71440 3.88288 -6.62511
C -11.50672 -3.24576 2.16240
C -11.72633 -3.99112 3.31000
C -7.39503 1.24801 -1.83094
C 3.72545 -5.18095 -1.41173
C -7.38815 -2.44913 8.90118
C -6.00956 -2.32452 8.94808
C -5.30196 -2.28885 7.75785
C -0.72827 -0.66868 -2.00020
C -6.83294 -0.49473 -0.48607
C -9.52606 -2.45422 2.94860
C 8.29598 2.11523 -5.32277
C 6.87578 1.15654 4.62091
C -1.96512 -0.36756 -1.43618
C -9.64421 -3.16272 4.13492
C 11.36714 4.36985 -0.00840
C -7.90298 5.95906 0.71248
C -3.14026 -0.49685 -2.15098
C 12.19743 2.43164 -1.12122
C 1.83344 -1.20645 -1.46858
C 0.58374 0.97381 -0.64607
C 5.64831 0.85177 4.05375
C 4.15066 -5.47076 -0.12445
C 5.99164 2.46056 -5.80391
C 6.52366 0.84608 1.95485
C 7.79442 1.14722 2.41832
C 11.45130 1.67092 -0.23480
C 7.96992 1.30596 3.78295
C 0.71756 -2.46427 -0.05831
C 0.52119 -0.46342 -1.15166
C 5.37038 -6.71832 -2.19618
C 6.97615 1.71338 -5.17829
C 5.71618 -6.93890 -0.87116
H -0.33009 1.17770 -0.10501
H 0.18712 1.73165 -3.05746
H 1.39532 1.15270 0.05393
H 2.92872 -4.47378 -1.58136
H 3.69183 -4.99043 0.73373
H 6.34018 0.71726 0.89286
H 11.30175 5.44150 0.11806
H -10.11988 -0.63329 -1.20367
H 4.76731 0.72385 4.67299
H -5.49524 -2.35125 5.61510
H 5.88689 -7.23818 -2.99158
H -4.22520 -2.19297 7.74883
H -7.97936 -2.47976 9.80580
H -8.68234 6.28937 1.39083
H -7.19727 7.93738 0.26155
H -5.42518 7.08489 -1.27692
H -12.22593 -3.25375 1.35048
H -12.62118 -4.58992 3.41154
H -10.90678 -4.51653 5.22591
H -9.44188 1.42346 -2.45240
H -8.87369 -3.09821 4.89339
H 6.50601 -7.63640 -0.61336
H 6.73371 0.84197 -4.59443
H 10.03712 3.91475 1.62183
H 12.71828 4.44055 -1.67736
H -1.98959 -1.52545 -4.99360
H 8.62279 1.25570 1.72998
H 8.94619 1.54264 4.18667
H 6.96988 1.27299 5.69177
H 12.79720 1.95401 -1.88336
H 11.45616 0.58804 -0.29372
H -8.66151 -1.82404 2.76627
H -9.07539 -2.63575 7.57706
H 5.62978 4.18199 -7.04664
H 0.14773 -1.42558 -3.81845
H -2.04701 -0.02409 -0.41642
H -6.04840 -1.00481 0.06395
H -8.38458 -1.87259 0.07859
H 4.94936 2.18272 -5.71692
H 9.09807 1.56055 -4.84780
H -4.09086 -0.27091 -1.69442
H 4.05102 -5.61773 -3.48871
H -5.22831 4.61874 -1.61466
H 8.05038 4.74176 -7.19580
H -7.05823 2.13137 -2.36131
H -6.81254 3.12680 -0.40482
H -5.49450 -2.25590 9.89754
```

Output
lowest unoccupied orbital energy: -1.1 eV
HOMO energy: -9.40 eV
electronic energy: -4346.48982 hartree
frontier orbital gap: 8.27 eV
molar mass: 1134.0 Da
charge: 0

(3)
C50H49BBrCdF4GeN4O5P2S | ωB97M-V/def2-TZVPD

```
119
C50H49BBrCdF4GeN4O5P2S | the Open Molecules 2025 dataset | ωB97M-V/def2-TZVPD
Cd 0.50382 0.12217 0.01971
Br -2.89994 -4.99715 2.24630
Ge -2.52286 1.01672 4.36453
S 2.95851 0.93911 -1.36787
P 1.46770 -2.27822 -0.90021
P 1.01980 3.06392 0.21226
F 1.06171 -1.44771 1.78844
F 1.86523 -2.51434 3.64998
F -0.24439 -1.59574 3.67550
F 1.60409 -0.22426 3.63359
O 1.62714 0.84211 -1.99992
O -1.38683 1.10478 -0.31674
O 2.84743 0.56180 0.05686
O 4.00608 0.25844 -2.09005
O -3.48022 1.80173 -0.14453
N 1.63020 -5.04133 -1.06486
N 2.48529 -3.78263 -2.99287
N -1.71273 -1.67913 0.15079
N 3.75598 -3.84049 -0.89226
C -0.94958 4.66856 -2.94876
C 1.75536 -2.54222 -2.71144
C -3.98646 -3.27933 0.23703
C -0.05095 -0.48583 7.47260
C -2.36859 1.60865 0.34075
C 3.20189 -2.61009 -0.32069
C -6.33668 -0.03654 2.75921
C 1.74463 -4.94699 -2.51794
C -1.44335 1.06454 2.72807
C -2.08786 5.52144 -1.02189
C 2.97724 -5.00595 -0.49545
C 1.70439 2.95921 2.84369
C -3.07556 5.51563 5.93523
C -6.40657 -1.39619 3.01916
C 2.59012 3.57517 -0.63520
C 4.90649 4.40170 -1.97778
C -2.22716 4.61921 6.56539
C -0.14431 4.11541 -0.73689
C -0.48486 0.05070 6.26784
C 0.79666 -3.96673 -0.51992
C 3.80138 -3.76974 -2.34993
C -2.75885 -0.30700 6.92588
C 1.56551 4.70244 4.49033
C -1.18473 4.86434 -0.19615
C -0.97265 -0.93760 8.40564
C -4.25212 -1.28851 4.08070
C -4.17742 0.08902 3.85682
C 1.12481 5.58429 3.51389
C 1.25181 3.83583 1.85494
C -3.90699 -2.20273 -0.62938
C -2.75213 -1.43519 -0.64918
C -2.10615 3.32016 6.08935
C -2.09830 2.07836 1.76961
C -2.32958 -0.84567 8.13110
C -2.81982 2.87864 4.97284
C -3.66971 3.80101 4.35529
C -5.23509 0.69663 3.18031
C -1.79244 -2.69958 1.00322
C -1.97024 5.43281 -2.39816
C -0.05052 4.01249 -2.12739
C -1.84314 0.14035 5.97315
C 0.97172 5.15572 2.20306
C 4.13810 5.32018 -1.27820
C -2.90064 -3.52733 1.05471
C 4.52816 3.06908 -2.00735
C 3.37922 2.66686 -1.33992
C 1.86627 3.39117 4.15136
C -3.79873 5.10049 4.82684
C -5.36014 -2.02240 3.68121
C 2.99237 4.90746 -0.61797
B 1.07554 -1.45435 3.23788
H 3.50525 -5.90264 -0.83211
H 1.91644 1.92378 2.59604
H -1.45390 2.95758 1.69710
H -2.89500 6.09035 -0.57848
H 3.83703 -1.76586 -0.58653
H -0.41220 1.32997 2.96822
H 2.20271 2.69093 4.90498
H 0.88754 6.60831 3.77362
H 2.31540 -1.68814 -3.09756
H -2.67870 5.94082 -3.03976
H -3.42962 -1.80110 4.56862
H -3.05588 -1.19726 8.85380
H -4.46541 5.78939 4.32263
H -7.13355 0.45771 2.21764
H -1.65846 4.92721 7.43450
H 4.32297 -2.85607 -2.63999
H -0.63453 -1.36379 9.34220
H -3.82322 -0.23690 6.72909
H -4.73609 -1.94506 -1.27343
H 1.66473 5.03496 5.51584
H 0.74253 -4.93152 -2.95304
H 4.36191 -4.63435 -2.71623
H -1.43867 2.63850 6.60374
H 3.17489 -2.68230 0.76872
H -7.27024 -1.96828 2.70124
H -1.31998 4.93377 0.87432
H 0.73076 -4.07569 0.56473
H 0.24805 0.37726 5.54108
H -4.86884 -3.90292 0.28764
H -0.95853 -2.84349 1.67666
H -0.21390 -4.05768 -0.92684
H 0.79071 -2.56616 -3.22618
H -3.05533 2.44064 2.13728
H 2.90253 -5.02927 0.59327
H 0.71855 3.38952 -2.56977
H -3.17509 6.52884 6.30502
H -0.86143 4.57022 -4.02318
H -1.43241 0.05008 2.32119
H -2.66080 -0.57042 -1.29254
H 2.26407 -5.84279 -2.86931
H 5.11090 2.32596 -2.53235
H -5.39868 -3.08620 3.87844
H 2.39768 5.63464 -0.07917
H -5.21347 1.75461 2.95932
H 0.63195 5.85861 1.45352
H 4.43080 6.36212 -1.24559
H 5.80071 4.72142 -2.49709
H -4.24806 3.52288 3.48532
H 1.01007 -0.56060 7.67520
```

Output
lowest unoccupied orbital energy: 2.3 eV
HOMO energy: -6.17 eV
electronic energy: -8854.26235 hartree
frontier orbital gap: 8.51 eV
molar mass: 1231.7 Da
charge: -1

(4)
C50H49N2O3 | ωB97M-V/def2-TZVPD

```
104
C50H49N2O3 | the Open Molecules 2025 dataset | ωB97M-V/def2-TZVPD
O -0.30848 5.73057 -1.61927
O -1.13182 0.30455 -0.40489
O 5.49462 0.40425 4.41703
N -3.11106 -1.52802 0.20916
N -2.10837 -3.11683 -0.95098
C -3.39535 -3.55777 -0.63393
C 3.84228 1.81150 3.25619
C 0.42032 6.91116 -1.51109
C 0.22597 -3.94762 -3.72235
C -1.94184 -1.87389 -0.40019
C 2.90602 1.89400 2.23569
C 1.69161 -4.86185 1.31434
C -1.38680 -5.86129 -0.22550
C 0.02261 4.13351 0.16769
C -4.63410 1.88728 2.24753
C 1.20184 -1.06441 -2.12067
C -3.62617 1.11392 2.82602
C 0.83521 -5.10035 -3.21837
C -1.22263 -3.86677 -1.79668
C 1.85512 0.85294 0.18289
C 2.08112 -5.62594 -3.85896
C 1.38707 7.11823 -0.51648
C -3.10058 -0.01398 2.17957
C -5.11122 0.06443 -1.03661
C 2.30126 8.16061 -0.70405
C 0.79011 3.63347 -2.08145
C 4.49785 0.58386 3.51515
C 1.28066 2.41936 -1.63427
C 3.20844 -0.46242 1.76467
C 1.19753 2.03067 -0.27109
C 0.69163 -4.02779 1.83460
C 1.03273 -2.45003 -0.01047
C 0.40930 -2.81906 1.21594
C -5.26576 3.02788 2.99534
C 0.23485 7.80198 -2.57400
C 2.44928 -4.44150 0.21667
C 4.10800 -0.57207 2.79152
C 2.22348 8.97120 -1.84222
C -0.82580 -3.33231 -3.02836
C 0.49288 2.90605 0.60640
C -0.80326 -5.15007 -1.40433
C 0.55888 -1.36985 -0.82126
C 2.16156 -3.24020 -0.41122
C 0.19378 4.50967 -1.16715
C -3.99860 -2.59948 0.06729
C 2.59012 0.77619 1.40462
C -5.05306 1.55094 0.96055
C 5.86631 1.47439 5.30292
C 1.19039 8.79471 -2.77049
C -4.53345 0.44109 0.28479
C 0.26761 -5.72670 -2.10657
C -1.50602 -2.12476 -3.60251
C -2.15546 -0.87413 2.95280
C -0.84044 -0.90336 -0.54464
C -3.50444 -0.30380 0.87107
H 0.89489 3.94351 -3.12420
H 2.21663 0.16964 -0.57230
H 0.58509 -3.49973 -4.65682
H -3.75590 -4.51238 -0.97688
H 2.95808 -1.33942 1.16922
H 2.44313 2.85412 2.03183
H -5.76441 -0.81467 -0.96601
H 1.43924 6.45798 0.34973
H 4.57026 -1.51692 3.06732
H -2.32323 -1.94310 2.78174
H -1.56996 -1.28634 -2.89282
H -0.46331 4.84105 0.83754
H 1.01482 -1.83842 -2.89102
H 2.00420 -5.57411 -4.95223
H 2.99083 9.73201 -2.00779
H -1.27512 -5.27456 0.69349
H 4.09744 2.69262 3.85453
H -0.32306 -2.12635 1.63774
H 1.79316 1.74988 -2.32891
H 6.57843 1.00646 5.98367
H 1.12050 9.43675 -3.65137
H -5.37669 2.78216 4.05849
H 1.87288 -5.83612 1.76536
H -0.84349 -6.79942 -0.06010
H 6.35706 2.28227 4.74747
H 0.32822 2.60042 1.64094
H -0.94025 -1.76893 -4.47442
H -2.30927 -0.68246 4.02297
H -5.83059 2.13513 0.46342
H 0.85769 -0.09552 -2.51628
H -1.11115 -0.61859 2.73347
H 0.12512 -4.32575 2.72688
H -2.52858 -2.37945 -3.92839
H -2.44625 -6.11278 -0.36742
H -6.25853 3.25599 2.58763
H 3.07634 8.32301 0.04702
H -0.59524 7.63886 -3.25920
H 2.96726 -5.04125 -3.56368
H -4.66242 3.94714 2.93909
H -4.99999 -2.52769 0.44611
H 2.29872 -1.06982 -2.00484
H 3.26293 -5.06808 -0.16021
H -4.33860 -0.11061 -1.79514
H 0.69561 -6.66951 -1.74884
H 4.99778 1.84835 5.86013
H 2.77416 -2.93464 -1.26758
H -3.26246 1.34702 3.83035
H -5.73304 0.89692 -1.37915
H 2.24529 -6.66686 -3.56090
```

Output
lowest unoccupied orbital energy: -4.0 eV
HOMO energy: -8.61 eV
electronic energy: -2269.63070 hartree
frontier orbital gap: 4.63 eV
molar mass: 726.0 Da
charge: +1